Record 1
Molecular formula: C44H52BN9O2S8Yb
Method: DFT, ωB97M-V with the def2-TZVPD basis set

```
117
Properties=species:S:1:pos:R:3:forces:R:3:mulliken_charge:R:1
Yb -0.186924 -0.753845 -1.816738 0.44 -0.72 0.86 0.715
C 5.010051 0.423975 3.748588 -0.37 -0.86 -0.30 -2.084
C 4.109531 -0.045094 2.565895 0.23 -1.38 0.77 1.157
C 4.673051 0.557138 1.274435 0.16 1.98 -1.03 -1.227
C 4.186458 -1.632310 2.556593 1.86 0.99 0.37 -1.669
N 2.693977 0.364314 2.854866 3.46 0.20 -0.76 0.476
C 2.281319 1.168932 3.929962 0.23 -1.57 1.16 -0.944
C 0.962275 1.298541 3.704532 -0.61 0.55 -0.59 -0.395
N 0.626414 0.771384 2.485621 -0.27 -0.23 -1.27 0.924
B -0.797271 0.641620 1.800981 -0.06 0.13 -0.16 -0.604
N -1.256761 -0.852419 2.045706 -0.13 0.35 0.48 1.295
C -1.134123 -1.535003 3.227877 0.35 -0.09 0.53 -0.400
C -1.957009 -2.615516 3.151041 0.24 -1.03 3.71 -1.231
N -2.583944 -2.647013 1.970300 -1.40 0.80 -2.77 0.586
C -2.120578 -1.535027 1.292915 -1.01 -0.04 -1.26 0.062
S -2.633616 -1.023447 -0.239692 -0.08 -0.06 -0.43 -0.298
C -3.746357 -3.575534 1.389131 0.45 -0.31 1.65 1.099
C -4.221811 -4.495839 2.557997 1.08 -2.07 -0.91 -1.986
C -5.026659 -2.782961 1.049013 1.16 2.13 -0.22 -1.251
C -3.178236 -4.324286 0.149760 -1.03 0.74 2.19 -1.227
N -1.891162 1.633489 2.392446 0.60 2.84 0.25 0.641
C -3.122890 1.311863 2.850347 -0.85 -0.20 0.68 0.029
C -3.694793 2.368314 3.483630 -0.36 -0.70 0.38 -1.091
N -2.870490 3.463014 3.376240 1.72 -0.22 -0.51 0.416
C -1.806878 3.063142 2.572059 0.33 -1.34 0.21 -0.364
S -0.684805 4.075347 1.843000 0.46 -0.26 0.07 -0.394
C -3.035639 4.872009 3.970293 0.17 -1.31 -0.78 1.350
C -3.282671 5.809931 2.747199 0.00 -1.27 1.65 -1.576
C -4.199365 4.831077 4.932949 -1.03 -0.65 -0.33 -2.170
C -1.790836 5.262628 4.788988 1.62 -3.01 -3.12 -1.406
C 1.774322 0.206351 1.900376 -2.93 1.21 2.96 -0.465
S 1.842297 -0.686107 0.531534 -0.15 -0.93 -1.98 0.011
H 6.009938 0.344824 3.372280 0.69 0.13 -0.12 0.528
H 5.003521 -0.266222 4.629088 -0.52 0.80 -0.50 0.351
H 4.806700 1.466543 3.982665 0.10 -0.07 0.27 0.527
H 5.779976 0.594727 1.244746 -0.43 -0.76 0.31 0.467
H 4.488905 1.695462 1.244093 -0.38 -1.59 -0.06 0.247
H 4.312812 0.079045 0.325539 0.21 0.59 1.11 0.201
H 5.250708 -1.897633 2.428722 -0.09 0.31 -0.24 0.447
H 3.675952 -2.250255 1.836222 -0.66 0.45 -0.14 0.302
H 4.042570 -1.943273 3.574591 -0.77 -0.39 0.47 0.433
H 2.822149 1.187972 4.924365 -0.67 0.27 -1.77 0.293
H 0.218359 1.793322 4.279514 -0.37 0.26 0.39 0.637
H -0.825764 0.803136 0.626150 0.70 0.19 -0.22 -0.201
H -0.421515 -1.171686 3.976824 -0.64 -0.46 -0.19 0.479
H -2.264531 -3.264431 3.993399 0.56 0.26 -0.86 0.375
H -4.642116 -3.922603 3.386322 0.00 -0.07 -0.11 0.453
H -3.415326 -5.225075 2.946574 -1.03 1.27 -0.50 0.349
H -5.013564 -5.174152 2.096084 0.86 0.93 0.76 0.454
H -5.968698 -3.244119 1.316527 0.10 -0.63 0.09 0.465
H -5.029699 -2.530746 -0.033322 -0.12 0.17 0.88 0.313
H -4.965466 -1.847658 1.678971 -0.30 -0.63 -0.98 0.097
H -2.429987 -5.032937 0.507091 -0.03 -0.08 -0.60 0.190
H -2.837301 -3.527873 -0.478772 0.68 0.03 -0.65 0.262
H -4.074360 -4.735613 -0.292913 0.09 -0.74 -0.36 0.523
H -3.595818 0.377532 2.613251 0.14 -0.36 0.36 0.283
H -4.517267 2.318028 4.160022 -0.56 0.21 -0.10 0.371
H -2.332671 6.104319 2.337128 0.04 0.21 -0.27 0.386
H -3.811509 6.591975 3.237992 -0.58 1.28 -0.40 0.500
H -3.879885 5.259171 2.023972 -0.12 0.36 -0.11 0.326
H -5.155221 4.610133 4.443022 0.17 -0.27 -0.05 0.466
H -4.344193 5.814185 5.311970 0.08 0.95 0.50 0.563
H -4.080213 4.154705 5.795499 0.20 0.14 -0.45 0.423
H -1.089483 5.686622 4.049939 0.01 0.00 0.72 0.332
H -1.326558 4.276018 5.089320 -0.31 1.17 0.08 0.222
H -1.918384 5.868422 5.610232 -0.71 1.42 1.73 0.469
O -2.139960 3.233936 -5.354771 0.56 -0.29 1.13 -0.932
C -3.081382 2.365472 -5.288026 -0.94 -0.06 0.24 0.683
C -4.246009 2.600198 -6.054079 -0.69 -0.76 -0.91 -0.768
C -5.042480 1.561339 -6.490634 -0.69 -0.45 0.48 -0.190
C -5.005676 0.284119 -5.872654 2.04 0.24 0.84 -0.687
C -3.993186 0.069927 -4.892895 -0.49 1.14 -0.04 -0.454
C -3.130388 1.154455 -4.503141 0.61 -0.60 -1.45 -0.005
C -1.995268 0.855275 -3.610134 -2.46 0.75 -2.31 0.670
O -2.050705 -0.176967 -2.927605 0.96 -0.30 0.59 -0.674
N -0.998727 1.748356 -3.693445 -1.76 -0.54 0.98 0.009
N 0.027447 1.428358 -2.872170 3.92 2.33 0.52 -0.625
C 0.780454 2.472514 -2.500752 -1.14 -1.78 -0.48 0.112
S 0.130694 4.012571 -2.110110 0.68 1.24 0.36 -0.051
C 1.796791 4.984981 -1.887179 -2.75 0.00 -2.60 -0.583
C 2.898356 3.971860 -2.016436 3.37 1.52 0.45 -0.633
S 2.513688 2.304584 -2.448457 -0.43 -0.76 -0.04 0.065
H -1.215238 2.615787 -4.357943 0.04 -0.11 0.05 0.592
H -4.446413 3.596710 -6.384088 0.31 0.47 -0.57 0.374
H -5.745350 1.684839 -7.336997 0.20 0.27 0.78 0.295
H -5.696756 -0.477836 -6.185010 0.07 -0.34 -0.07 0.385
H -3.762163 -0.888097 -4.379547 -0.65 0.69 -0.48 0.337
H 1.731357 5.709369 -1.057460 0.24 -1.00 0.02 0.395
H 1.689338 5.580259 -2.825423 0.58 -0.20 0.78 0.315
H 3.482443 3.980233 -1.106515 -0.29 -0.41 0.81 0.298
H 3.775899 4.330847 -2.680809 -1.78 -0.44 0.23 0.308
S 1.366347 -1.767352 -4.081487 -0.46 0.09 0.40 -0.392
C 1.281059 -3.120399 -3.030484 0.00 0.47 0.33 0.250
N 0.613126 -3.229583 -1.879729 1.35 0.19 -0.81 -0.174
C 1.004030 -4.395535 -1.200825 -0.40 0.71 -1.26 -0.322
C 0.543312 -4.704785 0.088410 -0.67 1.86 0.32 0.066
C 0.795168 -5.959221 0.589912 1.31 -0.28 -0.20 -0.825
C 1.489160 -6.877603 -0.208374 0.00 -0.03 -0.68 -0.490
C 2.009112 -6.520827 -1.475858 -0.30 -0.45 0.50 -0.364
C 1.846911 -5.228906 -1.999194 -1.05 -1.18 2.53 0.256
S 2.333970 -4.470938 -3.459023 -0.50 -0.03 0.40 -0.220
H 0.013279 -3.841813 0.646531 0.84 -1.69 -0.84 0.396
H 0.731298 -6.265100 1.622017 -0.87 0.29 0.23 0.391
H 1.549158 -7.897294 0.211532 0.43 0.55 -0.62 0.319
H 2.475992 -7.289581 -2.067211 0.33 -0.13 -0.09 0.376
S 6.872529 -3.195138 -2.471682 -0.28 -0.15 -0.20 -0.211
C 6.430623 -2.157498 -3.742005 -2.02 1.58 0.54 0.034
C 5.162326 -1.386282 -3.740934 2.28 -0.14 -1.15 -0.166
C 5.052768 -0.373659 -4.679455 -0.04 -0.87 0.05 -0.393
C 5.966790 -0.200572 -5.703089 -0.43 -0.02 1.15 -0.500
C 7.163363 -0.875474 -5.656170 0.67 1.48 -2.18 -0.435
C 7.386920 -1.802606 -4.729106 0.47 -3.19 1.72 -0.240
H 4.260765 -1.530941 -3.191449 -0.03 -0.62 1.07 0.489
H 4.183287 0.231402 -4.678021 -0.92 0.30 -0.05 0.372
H 5.648468 0.402859 -6.507568 0.25 0.90 -0.81 0.428
H 7.928860 -0.612040 -6.382244 -0.09 -0.38 -0.10 0.324
H 8.205674 -2.544737 -4.763169 0.04 1.08 0.00 0.282
```
Positions in Å, forces in eV/Å.

Properties
* energy above the lowest of the compared OMol25 structures with the same formula, charge and spin: 107.3 kcal/mol
* LUMO (spin up / spin down): 1.984 / -0.104 eV
* spin multiplicity: 2
* net charge: -1
* E_tot: -182869.6629 eV
* largest force on an atom: 4.6 eV Å⁻¹



Record 2
Molecular formula: H41O20
Method: DFT, ωB97M-V with the def2-TZVPD basis set

```
61
Properties=species:S:1:pos:R:3:forces:R:3:mulliken_charge:R:1
O 0.872491 1.706965 3.678961 -0.05 0.64 -1.27 -0.668
H -1.355869 2.316240 1.097254 -0.75 -0.55 0.65 0.510
O 1.910076 1.839414 -4.791005 0.06 0.87 0.25 -0.611
H 1.816636 2.786630 -4.581787 0.18 -0.63 -0.60 0.286
H 1.074723 2.815065 0.791729 -0.40 -0.77 0.40 0.345
O -3.413817 1.799927 3.184640 0.14 0.39 0.14 -0.591
H -3.953694 1.172116 3.661032 -0.45 0.04 0.01 0.253
H -3.797020 1.992936 2.313447 -0.19 -0.37 0.50 0.362
O 5.222478 0.862956 1.016642 -0.19 -0.42 -0.33 -0.640
H 4.934836 1.144098 0.123541 0.12 -0.42 0.67 0.315
H 1.394496 -5.253109 3.474779 0.29 -0.05 0.14 0.314
O 1.097149 0.140757 -3.125567 0.00 0.67 -1.09 -0.703
H 1.274205 -2.066800 0.383368 0.28 -0.08 0.58 0.424
H 5.503278 -0.070121 0.951936 -0.16 0.76 -0.23 0.322
O 1.088607 -1.109982 0.281560 0.21 1.78 0.26 -0.810
H 1.568518 -1.960103 -3.387559 -0.69 0.46 0.21 0.382
H 0.467146 0.454751 -3.805086 -0.31 -0.77 0.68 0.254
O 0.305018 4.408100 -2.082997 1.75 0.52 0.18 -0.619
H -0.239509 1.929638 2.032921 -1.44 0.27 1.26 0.432
H 2.850730 -2.410720 -3.935175 0.16 -0.41 -0.07 0.299
O -3.459864 -3.411026 -0.955032 -1.25 -0.47 1.33 -0.691
H -4.065010 -4.172953 -1.050923 0.34 0.44 -0.50 0.324
H -3.423610 -3.403530 0.021970 0.12 0.28 -0.45 0.340
O 2.587104 1.286075 -1.057311 0.69 -0.54 -0.14 -0.575
H 2.452540 0.416274 -1.474023 -0.01 0.43 0.18 0.321
H 1.800963 0.728486 -3.502795 -0.12 -0.72 0.82 0.505
O -4.268093 1.433763 -2.376441 -0.61 -0.33 0.09 -0.601
H -4.827198 2.215477 -2.473289 0.14 -0.01 0.00 0.310
H -4.922956 0.706427 -2.367722 0.62 0.42 0.03 0.310
O -1.008331 -4.115350 -1.514140 2.06 -0.44 -0.22 -0.551
H -1.537123 -4.680840 -2.071167 -0.45 0.14 0.01 0.254
H 1.191864 4.859506 -2.210935 -1.74 -0.72 0.04 0.308
O 1.785353 -3.577033 0.030812 0.20 1.47 0.33 -0.624
H 1.819884 -4.519450 0.171422 -0.13 -0.25 -0.67 0.274
H 1.899607 -3.238845 -0.873644 0.04 -1.38 -0.07 0.282
O -4.662158 0.454521 1.078209 -1.00 1.35 -0.76 -0.604
H -4.129781 -0.086432 0.501530 0.33 -0.55 0.58 0.265
H -4.704114 0.243599 2.006988 0.49 -0.97 -0.17 0.305
O 3.007352 0.027586 3.823472 0.88 0.15 0.19 -0.660
H 1.968261 1.686386 -5.734254 0.07 0.40 -0.26 0.282
H 3.405903 0.217581 2.965905 -0.09 0.00 -0.36 0.324
O -1.257216 1.973258 2.052988 2.35 -0.11 -0.53 -0.538
H -1.566625 -3.531710 -1.024661 -0.81 0.03 -0.12 0.359
H 0.152931 1.938264 4.262950 -0.04 -0.37 0.50 0.322
O 0.883974 -4.496906 3.188391 -0.22 0.48 -0.26 -0.617
H -0.250880 -0.473531 1.068383 -0.23 -0.54 0.63 0.464
H 1.468464 -3.725199 3.187181 -0.05 -0.44 0.09 0.306
O -1.148917 -0.522267 1.511208 0.73 0.21 -0.39 -0.677
H -1.566038 -1.021343 0.805649 -0.73 -0.11 0.09 0.269
H 3.739230 0.315129 4.402154 -0.63 -0.23 0.05 0.313
O 2.044207 -2.774306 -3.551563 0.51 0.06 0.04 -0.648
H 1.377158 0.927249 3.936636 0.13 -0.11 0.50 0.341
H -0.177344 4.473526 -2.912091 0.08 0.12 -0.03 0.283
O 0.306420 2.453084 0.288000 3.05 1.73 -0.13 -0.530
H -1.429523 0.965724 1.942370 -0.54 0.18 0.05 0.682
H 0.424110 3.116911 -0.413556 -1.00 -0.12 -0.97 0.169
O -1.896970 1.617097 -0.268401 -0.94 0.20 0.05 -0.436
H -1.159773 1.118504 -0.618838 -0.09 -0.02 -0.75 0.192
H -2.569568 1.844581 -0.915432 -0.04 -0.40 -0.59 0.175
H 1.693944 -0.533395 0.804462 -0.19 -1.26 -0.64 0.244
H 1.744328 1.439974 -0.633298 -0.45 0.07 0.05 0.373
```
Positions in Å, forces in eV/Å.

Properties
* energy above the lowest of the compared OMol25 structures with the same formula, charge and spin: 67.6 kcal/mol
* LUMO: -2.576 eV
* net charge: +1
* E_tot: -41608.8897 eV
* largest force on an atom: 3.5 eV Å⁻¹



Record 3
Molecular formula: C25H25N3O4S
Method: DFT, ωB97M-V with the def2-TZVPD basis set

```
58
Properties=species:S:1:pos:R:3:forces:R:3:mulliken_charge:R:1
H -4.395704 0.865946 3.371499 0.12 -0.17 0.14 0.201
N -3.903358 0.573152 2.536297 -0.39 0.45 -0.04 -0.682
C -3.262118 -0.512515 2.597344 -0.28 0.34 0.20 0.228
C -2.495684 -0.997115 1.442968 0.22 0.00 -0.57 0.621
C -2.112896 -0.037437 0.556434 -0.30 -0.32 0.63 -0.879
C -1.249129 -0.038794 -0.587914 0.26 0.10 -0.61 0.803
C -0.829051 -1.160785 -1.314190 0.00 -0.04 -0.06 -0.608
C 0.123913 -1.037379 -2.294369 0.12 0.25 -0.14 -0.536
C 0.702746 0.193610 -2.616833 -0.25 -0.01 0.22 0.642
O 1.716212 0.139291 -3.512071 -0.44 -0.08 -0.03 -0.554
C 2.726875 1.130989 -3.541522 0.47 0.52 0.09 -0.742
C 3.335499 1.484335 -2.182820 -0.31 -0.63 0.00 -0.062
C 3.953796 0.297277 -1.432826 0.33 0.45 -0.16 -0.986
O 3.047046 -0.683816 -0.987555 -0.28 -0.19 0.17 -0.495
C 2.337981 -0.505203 0.169418 -0.08 -0.09 0.18 0.968
C 2.246758 0.694084 0.863951 0.22 0.08 -0.23 -0.590
C 1.480875 0.781618 2.015000 -0.07 -0.01 0.12 -0.889
C 0.812433 -0.327038 2.493669 -0.01 0.07 0.15 -0.631
C 0.923607 -1.530166 1.817720 0.12 0.07 -0.07 -0.594
C 1.670170 -1.639884 0.657545 0.12 0.05 -0.09 0.711
C 1.786498 -2.962447 -0.035617 0.06 0.05 -0.03 -1.734
C 0.164917 1.345634 -2.014074 0.15 0.15 -0.29 -0.414
O 0.560741 2.625732 -2.386959 0.07 -0.49 0.36 -0.444
C -0.123521 3.127624 -3.526127 -0.31 0.23 -0.35 -0.308
C -1.585666 3.460623 -3.253971 0.38 -0.15 0.05 -1.270
C -0.769964 1.210893 -1.007425 0.00 -0.26 0.11 -0.493
C -2.176343 -2.448906 1.409334 -0.13 0.26 0.02 0.127
O -2.051762 -3.104711 0.398546 0.03 0.00 -0.11 -0.612
N -2.033798 -3.061780 2.639797 0.42 -0.69 0.23 -0.534
C -2.490271 -2.508928 3.692346 -0.01 -0.24 -0.24 0.592
S -2.375520 -3.236583 5.276968 -0.08 0.21 -0.09 -0.157
C -3.316120 -1.926216 5.942453 0.03 0.06 -0.30 -0.335
C -3.659513 -1.029255 5.011264 -0.12 0.01 0.77 -0.438
N -3.190443 -1.331321 3.750069 0.17 -0.06 -0.28 0.078
H -2.456242 0.953946 0.835964 0.04 -0.02 0.04 0.417
H -1.243322 -2.128407 -1.088966 0.01 0.01 0.00 0.883
H 0.482216 -1.904513 -2.825711 0.07 -0.12 -0.04 0.504
H 3.489743 0.692940 -4.192834 -0.07 0.10 0.06 0.538
H 2.356750 2.051965 -4.008254 0.03 -0.16 0.00 0.169
H 4.128316 2.212345 -2.365616 0.01 0.06 0.01 0.539
H 2.574287 1.962395 -1.568901 0.14 0.11 -0.01 0.053
H 4.544034 0.676852 -0.587680 -0.03 -0.10 -0.06 0.396
H 4.625641 -0.243873 -2.107854 0.00 0.09 0.12 0.460
H 2.770808 1.573859 0.525529 0.04 0.07 -0.10 0.395
H 1.415992 1.726225 2.534881 0.00 0.08 0.04 0.413
H 0.217976 -0.259472 3.393766 -0.06 0.00 0.08 0.447
H 0.424995 -2.411325 2.193861 -0.07 -0.11 0.03 0.750
H 2.099451 -2.825911 -1.065302 0.00 -0.11 -0.08 0.344
H 2.528404 -3.581251 0.470100 0.06 -0.09 -0.04 0.425
H 0.833442 -3.484876 -0.007519 -0.08 -0.09 -0.01 0.357
H 0.426196 4.033175 -3.797929 -0.05 -0.12 -0.06 0.420
H -0.057560 2.407583 -4.354607 0.09 0.08 0.08 0.318
H -2.026446 3.903921 -4.142663 -0.08 0.04 -0.10 0.427
H -1.662008 4.167526 -2.431588 -0.04 0.08 0.07 0.302
H -2.140995 2.561012 -2.997369 -0.09 -0.02 -0.01 0.304
H -1.114776 2.111817 -0.521540 -0.02 0.11 0.05 0.461
H -3.553889 -1.911334 6.985360 -0.11 0.11 0.20 0.474
H -4.232217 -0.135128 5.176522 -0.04 0.06 0.00 0.221
```
Positions in Å, forces in eV/Å.

Properties
* energy above the lowest of the compared OMol25 structures with the same formula, charge and spin: 51.7 kcal/mol
* LUMO: -0.497 eV
* E_tot: -49825.0346 eV
* SMILES string: [H]/N=C1/C(=C/c2ccc(OCCCOc3ccccc3C)c(OCC)c2)C(=O)N=C2SC=CN21
* largest force on an atom: 0.8 eV Å⁻¹



Record 4
Molecular formula: C3H9NS2
Method: DFT, ωB97M-V with the def2-TZVPD basis set

```
15
Properties=species:S:1:pos:R:3:forces:R:3:mulliken_charge:R:1
N 0.681332 -1.491445 -0.405375 0.56 -1.08 -0.59 -0.714
C 0.301036 -0.110376 -0.373481 -1.48 1.80 -0.35 1.031
C 1.425820 0.885089 -0.752798 0.92 -0.47 1.16 -1.275
C -0.220483 0.280497 1.012754 1.59 -0.16 1.05 -1.363
S -1.484646 -0.793014 1.636462 1.52 -1.43 1.54 -0.344
S -3.311173 0.061974 0.706405 -1.92 1.47 -2.17 -0.497
H 0.166474 -2.024672 -1.112259 0.25 0.42 0.46 0.227
H 0.467172 -1.930504 0.488523 -0.15 0.11 -0.15 0.241
H -0.568798 0.069842 -1.025430 0.20 -0.16 -0.16 0.002
H 1.408652 1.468307 -1.660997 -0.55 -0.34 -0.73 0.318
H 1.481384 1.684168 0.027079 0.36 -0.76 -0.29 0.275
H 2.322450 0.226830 -0.772291 -0.13 0.90 0.16 0.327
H 0.614085 0.146232 1.736921 -0.04 -0.12 -0.42 0.331
H -0.369833 1.356083 1.114072 -0.76 0.06 -0.41 0.433
H -2.913471 0.170989 -0.619585 -0.36 -0.24 0.89 0.006
```
Positions in Å, forces in eV/Å.

Properties
* energy above the lowest of the compared OMol25 structures with the same formula, charge and spin: 17.9 kcal/mol
* LUMO (spin up / spin down): 3.887 / 3.838 eV
* spin multiplicity: 2
* net charge: -1
* E_tot: -26416.9707 eV
* largest force on an atom: 3.3 eV Å⁻¹